An isolated ion of composition C5H8NO and charge +1. Source: OMol25; level of theory: ωB97M-V/def2-TZVPD.

Calculated values
Gap between HOMO and LUMO: 8.7 eV
DFT total energy: -8840.129 eV
Relative energy (zero: lowest compared OMol25 entry of this formula, charge and spin): 106.8 kcal/mol
Total charge: +1
Spin multiplicity: 1
E_LUMO: -5.9 eV

Atoms and positions in Å:
O (2.529, 0.155, 0.103)
N (-0.984, 0.792, -0.784)
C (-0.933, 0.876, 0.577)
C (-2.048, 0.126, -0.024)
C (0.129, 0.034, -0.177)
C (1.376, 0.740, -0.062)
C (0.309, -1.470, -0.236)
H (3.116, 0.833, 0.200)
H (-0.789, 1.651, 1.416)
H (0.620, -1.435, -1.235)
H (-3.057, 0.548, 0.059)
H (-2.030, -0.992, -0.059)
H (-0.587, -2.103, -0.068)
H (1.301, 2.046, -0.196)
H (1.049, -1.802, 0.487)

=====

One molecule with the formula C6H12O. Source: OMol25; level of theory: ωB97M-V/def2-TZVPD.

Calculated values
Gap between HOMO and LUMO: 10.4 eV
DFT total energy: -8462.590 eV
Relative energy (zero: lowest compared OMol25 entry of this formula, charge and spin): 40.7 kcal/mol
Total charge: 0
Spin multiplicity: 1
E_LUMO: 1.0 eV

Atoms and positions in Å:
O (-2.174, -0.540, -0.674)
C (0.218, -0.317, -0.609)
C (0.937, -0.914, 1.981)
C (-1.096, 0.351, -0.402)
C (1.543, 0.230, -0.238)
C (-1.233, 1.507, -1.365)
C (1.073, -1.005, 0.472)
H (-0.409, 2.210, -1.214)
H (0.978, -1.966, 0.013)
H (2.352, 0.304, -0.955)
H (1.456, 1.097, 0.419)
H (0.252, -0.872, -1.555)
H (0.351, -0.034, 2.269)
H (1.913, -0.808, 2.479)
H (-2.128, -1.278, -0.053)
H (-1.142, 0.696, 0.643)
H (0.470, -1.804, 2.410)
H (-1.173, 1.128, -2.392)
H (-2.188, 2.015, -1.228)